Entry 1:
The following is a quantum chemistry calculation of the molecule C10H11N3O3S at a distorted geometry, from the OMol25 dataset.

Each line ends with the Mulliken charge.
Cartesian coordinates (Å):
H -3.699 -4.124 2.438  0.22
N -3.208 -3.255 2.299  -0.75
C -2.414 -3.243 1.282  0.36
N -2.347 -4.392 0.605  -0.52
N -1.676 -2.129 0.965  -0.12
C -0.592 -2.085 0.118  0.79
O -0.183 -3.120 -0.422  -0.76
C 0.073 -0.809 -0.273  0.59
C 1.051 -0.806 -1.309  -0.60
C 1.737 0.354 -1.687  -0.84
C 1.514 1.539 -0.981  0.85
C 0.566 1.541 0.062  -0.25
C -0.112 0.390 0.431  -0.75
S 0.449 3.201 0.733  1.26
O -0.945 3.637 0.752  -0.67
O 1.204 3.458 1.958  -0.66
C 1.307 3.929 -0.671  -0.78
C 2.243 2.834 -1.193  -0.83
H -2.425 -5.229 1.164  0.22
H -1.589 -4.353 -0.091  0.33
H -1.958 -1.295 1.461  0.22
H 1.285 -1.713 -1.835  0.46
H 2.465 0.324 -2.477  0.45
H -0.784 0.469 1.286  0.31
H 1.832 4.831 -0.397  0.42
H 0.572 4.165 -1.427  0.37
H 2.482 3.012 -2.223  0.40
H 3.151 2.867 -0.570  0.28

Forces on the atoms, in the same order (eV/Å):
0.0 -0.1 -0.4
0.8 2.7 0.4
-2.7 -2.0 3.4
2.2 -0.7 -3.1
0.8 1.5 -0.5
0.2 -1.9 -1.3
-0.2 0.9 0.4
1.0 1.3 0.3
-0.5 0.5 0.3
-0.7 -0.2 1.1
-0.4 -0.6 0.4
1.1 0.0 -0.7
-0.4 0.1 0.2
-1.2 1.5 1.2
1.2 -0.7 -0.3
-0.3 -0.9 -1.4
0.2 -0.4 -0.3
-0.2 0.4 1.0
0.0 0.2 -0.3
-0.4 -0.8 0.4
-0.1 -0.1 0.0
-0.2 -0.3 0.0
0.2 -0.1 -0.2
0.0 -0.1 -0.2
0.0 0.2 0.4
-0.4 0.0 0.0
0.3 0.0 -0.5
-0.1 -0.3 -0.4

Results
total charge = 0
energy above the lowest of the compared OMol25 structures with the same formula, charge and spin = 0.0 kcal per mole
SMILES = [H]/N=C(\N)NC(=O)c1ccc2c(c1)S(=O)(=O)CC2
2S+1 = 1

=====

Entry 2:
The following is a quantum chemistry calculation of the molecule C6H6BrClFN at a distorted geometry, from the OMol25 dataset.

Each line ends with the Mulliken charge.
Cartesian coordinates (Å):
F -1.326 -1.193 -1.558  -0.36
C -0.662 -0.691 -0.374  1.50
C -1.183 -1.583 0.802  -0.88
Cl -0.177 -2.974 0.877  -0.17
N 0.731 -1.046 -0.616  -0.58
C 1.620 -0.135 -0.700  -0.17
C 1.481 1.316 -0.279  -0.65
C 0.039 1.664 0.045  -0.53
C -0.909 0.737 0.011  -0.42
Br -2.590 1.238 0.589  -0.09
H -2.270 -1.943 0.788  0.34
H -1.098 -0.999 1.649  0.45
H 2.597 -0.614 -0.996  0.36
H 1.783 1.954 -1.131  0.30
H 2.198 1.685 0.461  0.38
H -0.235 2.584 0.432  0.50

Forces on the atoms, in the same order (eV/Å):
0.5 1.4 1.2
-0.6 -1.9 0.1
-1.6 -0.6 -1.9
0.3 -1.7 0.9
-0.4 1.7 -1.0
0.7 -1.3 0.9
-0.6 0.7 -1.4
1.2 -2.5 -0.2
0.8 0.1 -1.3
-1.3 0.0 0.2
1.5 0.9 -0.7
0.4 0.9 2.1
-0.6 1.3 0.3
-0.1 -0.3 -0.1
-0.2 -0.6 0.4
-0.1 1.9 0.5

Results
total charge = 0
energy above the lowest of the compared OMol25 structures with the same formula, charge and spin = 31.9 kcal per mole
SMILES = F[C@@]1(CCl)N=CCC=C1Br
2S+1 = 1

=====

Entry 3:
The following is a quantum chemistry calculation of a cluster of 2 separate species, FH5N3P in total at a distorted geometry, from the OMol25 dataset.

Each line ends with the Mulliken charge.
Cartesian coordinates (Å):
H -2.764 0.478 0.148  0.24
N -2.168 -0.319 0.017  -0.61
P -0.623 -0.197 0.077  0.67
N 0.161 1.203 -0.134  -0.36
N 0.346 -1.439 -0.105  -0.72
H -0.412 -2.117 -0.295  0.26
H -0.218 2.157 -0.219  0.24
H 1.130 1.155 -0.265  0.27
F 2.531 -0.097 0.492  -0.48
H 2.019 -0.823 0.285  0.51

Forces on the atoms, in the same order (eV/Å):
-0.1 0.3 0.0
1.3 0.0 0.5
-0.7 -0.6 -1.4
-1.5 1.3 0.2
-1.6 1.2 0.2
0.9 -0.6 0.2
-0.1 -1.2 0.3
1.6 -0.2 0.0
1.4 1.5 0.4
-1.3 -1.6 -0.4

Results
total charge = 0
energy above the lowest of the compared OMol25 structures with the same formula, charge and spin = 35.3 kcal per mole
SMILES = [H]/N=P(\N)=N/[H].F
2S+1 = 1